The following is a quantum chemistry calculation of one molecule with the formula C5H13NO, from the OMol25 dataset.

XYZ file:
```
20
Properties=species:S:1:pos:R:3:forces:R:3:lowdin_charge:R:1
C -0.903 0.983 1.780 2.554 0.802 -2.663 -0.085
C -1.197 1.074 0.214 0.503 3.861 -0.148 -0.282
N -0.807 0.141 -0.838 1.883 -0.769 1.425 -0.192
C -1.155 -1.230 -0.321 -3.092 1.840 -1.725 -0.070
C 0.666 0.298 -1.119 -0.190 -0.678 1.383 -0.148
C 1.584 -0.927 -0.709 -0.318 0.894 -3.766 -0.271
O 2.897 -0.449 -0.852 1.744 0.007 1.918 -0.091
H 0.214 0.860 1.946 -1.241 -0.069 -0.140 0.090
H -1.428 0.269 2.299 -1.198 -1.764 1.214 0.016
H -1.140 1.963 2.155 -0.250 0.352 0.248 0.057
H -0.634 2.117 0.007 -1.483 -2.173 -0.101 0.136
H -2.262 1.278 0.003 0.228 0.015 0.678 0.106
H -2.107 -1.539 -0.869 1.466 -0.191 0.316 0.105
H -0.365 -1.909 -0.387 0.684 -1.205 -0.184 0.034
H -1.530 -1.108 0.675 0.268 -0.374 0.872 0.051
H 0.871 0.598 -2.143 -0.202 -0.698 -0.484 0.108
H 1.038 1.199 -0.606 -0.064 -0.508 0.383 0.098
H 1.487 -1.727 -1.508 -0.241 0.638 0.935 0.132
H 1.456 -1.394 0.222 -0.603 -0.216 1.450 0.090
H 3.315 -0.497 0.050 -0.447 0.234 -1.611 0.114
```
Positions in Å, forces in eV/Å.

Computed properties:
HOMO energy   -8.44 eV
Gap between HOMO and LUMO   9.17 eV
Energy relative to the best compared isomer or geometry (same formula, charge and spin)   68.5 kcal per mole
Calculated total energy   -8931.039 eV